11
Properties=species:S:1:pos:R:3 method="wB97M-V/def2-TZVPD" homo_ev=-8.786 lumo_energy_ev=0.6532 e_tot_ev=-20047.978 de_lowest_kcal_mol=34.7 smiles="NC(=S)NOC=O"
C -1.37 -0.16 0.10
C 2.14 -0.29 -0.06
H -0.64 1.73 -0.16
H -2.36 1.58 -0.41
H 0.18 -1.54 0.18
H 2.92 0.47 -0.15
N -1.46 1.18 -0.14
N -0.08 -0.59 0.51
O 0.97 0.35 0.33
O 2.25 -1.49 -0.20
S -2.56 -1.24 0.01